Entry 1:
Density functional theory data (ωB97M-V/def2-TZVPD) for a 10-piece molecular cluster, C2H24O9S overall.

```
36
Properties=species:S:1:pos:R:3:lowdin_charge:R:1
C -0.334 0.208 -2.674 -0.18
C -1.833 0.508 -2.755 -0.61
S -2.523 1.440 -1.368 0.74
H 0.091 0.187 -1.678 0.05
H 0.192 0.850 -3.381 0.08
H -0.119 -0.755 -3.142 0.06
H -2.132 0.915 -3.721 0.07
H -2.348 -0.452 -2.895 0.06
H -2.613 0.459 -0.466 -0.14
H 1.888 -2.552 -1.265 0.04
H 1.615 -2.435 -2.769 0.04
O 1.741 -1.915 -1.971 -0.05
H -0.595 2.787 0.007 0.00
H -0.154 3.536 1.274 0.07
O -0.094 2.686 0.824 -0.06
H 2.781 2.657 -0.467 0.01
H 2.704 2.529 -2.020 0.02
O 3.253 2.831 -1.290 -0.05
H -0.807 -1.741 -1.315 -0.01
H -1.442 -3.129 -1.129 0.06
O -1.145 -2.351 -0.645 -0.04
H 1.116 -1.651 1.511 0.06
H 0.612 -0.961 0.328 0.01
O 1.280 -0.830 1.023 -0.06
H -0.618 0.747 1.535 -0.01
H -1.739 0.750 2.417 0.07
O -1.193 0.092 1.961 -0.07
H 0.721 -0.313 3.306 -0.01
H 2.084 -0.790 3.615 0.04
O 1.181 -0.889 3.940 -0.07
H 1.449 1.434 1.439 -0.03
H 1.720 1.831 2.775 0.04
O 2.223 1.665 1.965 -0.07
H -2.071 -1.805 2.679 0.00
H -2.233 -2.972 1.791 0.01
O -2.658 -2.570 2.558 -0.07
```

* energy above the lowest of the compared OMol25 structures with the same formula, charge and spin: 64.9 kJ/mol
* molar mass: 224.27 g mol⁻¹
* lowest unoccupied orbital energy: -0.07 eV
* HOMO: -9.822 eV
* SMILES string: CCS.O.O.O.O.O.O.O.O.O

=====

Entry 2:
Density functional theory data (ωB97M-V/def2-TZVPD) for a 11-piece molecular cluster, C2H26O10S overall.

```
39
Properties=species:S:1:pos:R:3:lowdin_charge:R:1
C -0.734 -2.876 -1.456 -0.15
C 0.450 -2.839 -0.494 -0.58
S 0.729 -1.352 0.523 0.75
H -1.662 -2.925 -0.898 0.06
H -0.596 -3.802 -2.010 0.07
H -0.682 -2.049 -2.157 0.06
H 0.390 -3.687 0.184 0.06
H 1.391 -3.028 -1.008 0.06
H 0.786 -0.377 -0.397 -0.14
H 2.317 0.720 -2.308 -0.02
H 1.212 1.333 -3.251 0.00
O 2.138 1.087 -3.181 -0.06
H -2.006 0.971 -2.927 0.04
H -1.192 0.071 -2.124 0.00
O -1.071 0.728 -2.831 -0.06
H 4.287 0.772 -1.183 0.06
H 3.930 0.150 0.099 0.01
O 3.609 0.190 -0.811 -0.06
H 0.780 3.792 2.055 0.06
H 1.271 2.544 1.343 0.03
O 0.936 2.852 2.206 -0.06
H -0.400 1.836 0.447 -0.01
H -0.169 1.830 -1.058 0.02
O 0.293 1.963 -0.221 -0.08
H -1.266 -0.643 3.879 0.07
H -1.937 -1.477 2.790 0.06
O -2.034 -0.658 3.295 -0.04
H -1.913 -0.025 0.858 -0.02
H -2.980 -0.938 0.022 0.06
O -2.104 -0.548 0.068 -0.10
H 3.831 -0.173 2.084 0.02
H 3.202 -1.605 2.061 0.00
O 4.030 -1.112 2.074 -0.06
H -0.760 1.920 2.368 0.05
H -1.808 0.871 2.443 0.01
O -1.541 1.609 1.847 -0.10
H -3.090 1.806 -0.188 0.01
H -4.086 1.136 -1.113 0.03
O -3.549 1.931 -1.029 -0.05
```

* energy above the lowest of the compared OMol25 structures with the same formula, charge and spin: 120.3 kJ/mol
* molar mass: 242.29 g mol⁻¹
* lowest unoccupied orbital energy: -0.16 eV
* HOMO: -8.899 eV
* SMILES string: CCS.O.O.O.O.O.O.O.O.O.O

=====

Entry 3:
Density functional theory data (ωB97M-V/def2-TZVPD) for a 11-piece molecular cluster, C2H26O12 overall.

```
40
Properties=species:S:1:pos:R:3:lowdin_spin:R:1
O -1.699 3.449 -0.955 0.00
H -1.204 2.768 -1.410 0.00
H -2.259 3.832 -1.630 0.00
O -0.856 2.124 -3.018 0.00
H -0.616 1.234 -2.759 0.00
H -1.217 2.028 -3.900 0.00
O 0.030 -1.000 2.426 0.00
H 0.223 -0.562 3.255 0.00
H -0.907 -1.192 2.469 0.00
O -0.458 -1.007 -3.600 0.00
H 0.266 -0.536 -3.186 0.00
H -0.033 -1.629 -4.190 0.00
O -2.716 -1.446 1.904 0.00
H -2.460 -0.586 1.570 0.00
H -3.170 -1.862 1.171 0.00
O -3.498 -1.166 -1.489 0.00
H -2.573 -0.983 -1.323 0.00
H -3.491 -1.844 -2.165 0.00
O 0.711 1.741 0.871 0.00
H 0.476 2.569 1.292 0.00
H 1.604 1.566 1.169 0.00
O -0.492 -0.382 -0.434 0.01
H -0.190 -0.652 0.433 0.00
H -0.433 0.573 -0.423 0.00
O -1.318 -3.118 -1.448 0.00
H -1.224 -2.557 -2.218 0.00
H -0.805 -2.680 -0.769 0.00
O -2.039 1.477 1.507 0.00
H -2.199 2.411 1.376 0.00
H -1.095 1.375 1.388 0.00
C 3.610 0.283 1.755 0.12
C 3.423 -1.243 1.383 0.15
O 2.148 -1.505 0.948 0.50
O 3.502 1.094 0.576 0.15
H 4.583 0.361 2.240 0.01
H 2.848 0.553 2.486 0.00
H 3.516 -1.796 2.317 0.05
H 4.268 -1.581 0.784 0.00
H 1.473 -1.280 1.592 0.01
H 4.271 1.171 0.006 0.00
```

* expectation value of S²: 0.7552
* molar mass: 242.22 g mol⁻¹
* lowest unoccupied orbital energy (alpha / beta): -3.48 / -9.73 eV
* spin multiplicity: 2
* HOMO (alpha / beta): -12.797 / -12.796 eV
* charge: +1

=====

Entry 4:
Density functional theory data (ωB97M-V/def2-TZVPD) for a 11-piece molecular cluster, C2H28NO10S2 overall.

```
43
Properties=species:S:1:pos:R:3:lowdin_charge:R:1
N 1.131 -0.187 0.810 0.14
C 2.387 0.198 1.557 -0.23
C 2.213 1.345 2.504 -0.54
S 1.958 0.837 4.247 0.47
S 0.300 -0.284 4.074 0.34
H 1.403 -0.456 -0.132 0.11
H 0.585 0.707 0.722 0.08
H 0.522 -0.886 1.236 0.09
H 3.162 0.217 0.802 0.10
H 2.733 -0.649 2.140 0.11
H 3.072 2.019 2.549 0.09
H 1.456 2.079 2.240 0.06
H 0.638 -1.500 4.570 -0.16
H 2.096 2.890 -0.218 0.02
H 3.250 2.882 -1.323 0.05
O 3.038 2.798 -0.393 -0.04
H -2.492 2.010 -1.339 0.02
H -2.090 3.142 -2.312 0.07
O -2.188 2.915 -1.382 -0.04
H 2.814 -0.290 -2.144 0.07
H 3.505 0.924 -1.315 0.04
O 2.710 0.422 -1.508 -0.05
H -1.192 -0.559 -1.418 0.01
H -2.093 -0.382 -0.169 0.06
O -1.175 -0.419 -0.457 -0.04
H -3.061 2.728 1.266 0.02
H -4.217 2.386 0.264 0.03
O -3.848 2.198 1.130 -0.05
H -1.643 -1.460 -3.522 0.02
H -1.249 -0.172 -4.248 0.06
O -1.359 -0.544 -3.366 -0.07
H -1.815 -2.845 1.127 0.04
H -1.076 -3.230 2.324 0.05
O -0.899 -2.905 1.427 -0.06
H -0.555 1.715 -0.581 0.03
H -0.432 2.809 0.614 0.08
O 0.004 2.160 0.061 -0.04
H -1.919 -3.507 -1.964 0.02
H -3.311 -2.714 -1.851 0.05
O -2.495 -2.831 -2.339 -0.04
H 0.465 -3.969 -1.651 0.04
H -0.193 -4.900 -0.547 0.04
O -0.140 -4.693 -1.483 -0.04
```

* energy above the lowest of the compared OMol25 structures with the same formula, charge and spin: 0.0 kJ/mol
* molar mass: 290.38 g mol⁻¹
* lowest unoccupied orbital energy: -2.79 eV
* HOMO: -11.636 eV
* charge: +1

=====

Entry 5:
Density functional theory data (ωB97M-V/def2-TZVPD) for C2H2AgFMgO as an isolated structure.

```
8
Properties=species:S:1:pos:R:3:lowdin_spin:R:1
H -1.639 0.101 -0.372 0.00
C -0.113 -1.302 -0.042 0.02
C -0.608 -0.064 -0.026 0.02
O 0.176 1.016 -0.022 0.15
Ag -0.623 3.283 0.443 0.08
Mg 2.147 0.623 0.016 0.64
F 1.277 -1.397 -0.011 0.09
H -0.617 -2.260 0.014 0.00
```

* expectation value of S²: 0.7507
* energy above the lowest of the compared OMol25 structures with the same formula, charge and spin: 0.0 kJ/mol
* molar mass: 193.21 g mol⁻¹
* lowest unoccupied orbital energy (alpha / beta): -5.90 / -5.97 eV
* spin multiplicity: 2
* HOMO (alpha / beta): -10.618 / -12.688 eV
* charge: +1

=====

Entry 6:
Density functional theory data (ωB97M-V/def2-TZVPD) for C2H2AgFO as an isolated structure.

```
7
Properties=species:S:1:pos:R:3:lowdin_charge:R:1
O 0.617 -0.846 -1.124 -0.20
C -0.517 -0.695 -0.686 -0.25
C -0.768 0.181 0.431 -0.26
H -1.140 -0.341 1.322 0.10
F -1.643 1.210 0.157 -0.06
Ag 2.774 -0.161 -0.750 0.55
H 0.678 0.651 0.649 0.12
```

* energy above the lowest of the compared OMol25 structures with the same formula, charge and spin: 322.3 kJ/mol
* molar mass: 168.90 g mol⁻¹
* lowest unoccupied orbital energy (alpha / beta): -1.57 / -1.48 eV
* HOMO (alpha / beta): -7.592 / -6.891 eV

=====

Entry 7:
Density functional theory data (ωB97M-V/def2-TZVPD) for C2H2AgNaO2 as an isolated structure.

```
8
Properties=species:S:1:pos:R:3:lowdin_spin:R:1
O -2.368 -0.074 -0.181 0.07
C -1.834 1.020 0.485 0.52
C -0.621 1.132 -0.184 0.21
O 0.246 0.184 -0.055 0.04
Ag -0.918 -1.743 0.397 0.04
H -2.493 1.883 0.616 0.04
Na 2.266 0.649 -0.744 0.02
H -1.910 0.442 -1.255 0.07
```

* expectation value of S²: 0.7899
* energy above the lowest of the compared OMol25 structures with the same formula, charge and spin: 18.1 kJ/mol
* molar mass: 188.89 g mol⁻¹
* lowest unoccupied orbital energy (alpha / beta): -4.65 / -4.86 eV
* spin multiplicity: 2
* HOMO (alpha / beta): -11.016 / -11.855 eV
* charge: +1

=====

Entry 8:
Density functional theory data (ωB97M-V/def2-TZVPD) for an isolated ion of composition C2H2BO3 and charge -1.

```
8
Properties=species:S:1:pos:R:3:lowdin_charge:R:1
B -1.401 0.241 -0.158 -0.32
C 0.055 -0.103 0.068 -0.09
C 1.483 -0.463 -0.039 -0.78
O -0.345 0.842 0.819 0.09
O 1.891 -1.426 0.604 -0.01
O 2.057 0.424 -0.630 0.03
H -1.666 0.972 -1.096 0.05
H -2.075 -0.487 0.432 0.02
```

* energy above the lowest of the compared OMol25 structures with the same formula, charge and spin: 84.6 kJ/mol
* molar mass: 84.85 g mol⁻¹
* lowest unoccupied orbital energy: 3.65 eV
* HOMO: -4.810 eV
* charge: -1

=====

Entry 9:
Density functional theory data (ωB97M-V/def2-TZVPD) for C2H2BO3 as an isolated structure.

```
8
Properties=species:S:1:pos:R:3:lowdin_spin:R:1
B 0.104 -0.287 0.007 0.40
C 0.220 -1.741 -0.178 0.56
C -2.001 -0.319 0.054 0.19
O -2.373 -0.290 -1.086 0.21
O 0.152 -2.907 0.058 0.37
O -2.486 -0.194 1.150 0.19
H 0.425 0.040 1.108 0.03
H 0.209 0.550 -1.059 0.05
```

* expectation value of S²: 2.0057
* molar mass: 84.85 g mol⁻¹
* lowest unoccupied orbital energy (alpha / beta): 3.90 / 2.78 eV
* spin multiplicity: 3
* HOMO (alpha / beta): -1.127 / -5.846 eV
* charge: -1

=====

Entry 10:
Density functional theory data (ωB97M-V/def2-TZVPD) for a 2-piece molecular cluster, C2H2Br2ClF overall.

```
8
Properties=species:S:1:pos:R:3:lowdin_charge:R:1
C 0.590 0.420 -0.347 -0.78
C -0.783 -0.051 0.295 -1.10
F 0.513 -2.355 0.296 -0.55
Cl -1.131 0.128 1.958 0.72
Br 0.983 2.211 0.014 0.71
Br -2.230 -0.341 -0.843 0.85
H 0.541 0.058 -1.428 0.09
H 1.517 -0.070 0.054 0.06
```

* energy above the lowest of the compared OMol25 structures with the same formula, charge and spin: 273.9 kJ/mol
* molar mass: 240.30 g mol⁻¹
* lowest unoccupied orbital energy (alpha / beta): -2.87 / -2.87 eV
* HOMO (alpha / beta): -9.635 / -9.638 eV